1.
{
  "formula": "C4H7NO2",
  "method": "ωB97M-V with the def2-TZVPD basis set",
  "symbols": ["C", "C", "C", "O", "C", "O", "N", "H", "H", "H", "H", "H", "H", "H"],
  "coordinates": [[-1.002423, -1.124518, 0.834069], [-0.324663, -0.197601, -0.162448], [-1.029914, 1.151704, -0.244200], [-2.126813, 1.359240, 0.208724], [1.138186, 0.054747, 0.197195], [1.520185, 0.110210, 1.349810], [1.963366, 0.301748, -0.861336], [-0.835690, -0.744354, 1.844298], [-2.077855, -1.164993, 0.645978], [-0.584217, -2.133337, 0.773913], [-0.372900, -0.611258, -1.181374], [-0.468952, 1.953619, -0.769464], [1.710109, 0.060229, -1.805524], [2.943433, 0.424608, -0.656779]],
  "atomic_forces_ev_per_a": [[-0.022, -0.065, 0.065], [-0.087, -0.078, 0.055], [-0.396, 0.127, 0.141], [0.516, -0.070, -0.215], [0.069, 0.060, 0.177], [-0.096, -0.017, -0.373], [0.122, -0.061, -0.019], [-0.062, -0.074, -0.119], [0.172, 0.000, 0.020], [-0.053, 0.141, -0.002], [0.022, 0.065, 0.081], [-0.060, -0.071, 0.037], [-0.043, 0.027, 0.168], [-0.081, 0.014, -0.014]],
  "homo_energy_ev": -10.04,
  "de_lowest_kcal_mol": 11.0,
  "energy_ha": -361.863359
}

=====

2.
{
  "formula": "C5H12O2",
  "method": "ωB97M-V with the def2-TZVPD basis set",
  "symbols": ["C", "C", "C", "O", "C", "C", "O", "H", "H", "H", "H", "H", "H", "H", "H", "H", "H", "H", "H"],
  "coordinates": [[2.625948, 0.418648, 1.584980], [1.158339, 0.209962, 1.204796], [1.175075, -0.461564, -0.145564], [1.214919, -1.659223, -0.302614], [-1.647068, 0.172332, -0.528630], [-1.911615, -0.273592, -1.958140], [-2.817724, 0.355131, 0.239709], [3.143955, -0.544861, 1.564839], [3.116447, 1.084986, 0.866263], [2.727117, 0.853223, 2.581889], [0.649856, -0.438596, 1.925739], [0.624953, 1.167197, 1.158701], [1.213761, 0.226701, -1.020331], [-1.000808, -0.564602, -0.043100], [-1.126856, 1.138091, -0.519883], [-2.240533, -1.318569, -1.984008], [-2.686541, 0.352648, -2.408707], [-1.001945, -0.201915, -2.565831], [-3.217271, -0.515998, 0.349890]],
  "atomic_forces_ev_per_a": [[0.158, 0.016, 0.051], [-0.034, -0.052, 0.023], [0.084, -0.299, -0.012], [0.058, 0.481, 0.013], [0.325, 0.031, -0.201], [-0.075, -0.016, -0.042], [-0.297, -0.199, 0.046], [0.002, 0.164, 0.075], [-0.012, -0.082, 0.139], [-0.025, -0.024, -0.120], [0.125, 0.048, -0.122], [0.112, -0.179, -0.050], [0.056, -0.123, 0.059], [-0.205, 0.131, -0.009], [-0.137, -0.140, -0.009], [-0.019, 0.147, -0.018], [0.103, -0.059, 0.008], [-0.130, -0.019, 0.116], [-0.089, 0.172, 0.053]],
  "homo_energy_ev": -9.91,
  "de_lowest_kcal_mol": 32.6,
  "energy_ha": -348.152943
}

=====

3.
{
  "formula": "C4H6O",
  "method": "ωB97M-V with the def2-TZVPD basis set",
  "symbols": ["C", "C", "C", "C", "O", "H", "H", "H", "H", "H", "H"],
  "coordinates": [[0.159293, -0.838382, 2.001670], [0.164430, 0.064958, 1.027189], [-0.092993, -0.229673, -0.377337], [0.021298, 0.650989, -1.359205], [-0.138803, 0.294857, -2.675061], [0.360921, -0.510357, 3.008891], [-0.031236, -1.898431, 1.890547], [0.433367, 1.072017, 1.323341], [-0.459496, -1.230006, -0.589272], [0.291328, 1.684502, -1.134725], [-0.708107, 0.939528, -3.116036]],
  "atomic_forces_ev_per_a": [[-0.032, 0.035, 0.316], [0.231, -0.183, -0.044], [-0.313, -0.327, 0.320], [0.017, 0.201, 0.123], [-0.277, 0.191, 0.101], [0.066, -0.019, 0.173], [-0.098, 0.044, -0.309], [-0.098, 0.205, -0.259], [0.230, -0.014, -0.180], [0.021, -0.081, -0.275], [0.254, -0.051, 0.034]],
  "homo_energy_ev": -8.49,
  "de_lowest_kcal_mol": 14.7,
  "energy_ha": -231.200342
}

=====

4.
{
  "formula": "C44H51IrN6O8STe",
  "method": "ωB97M-V with the def2-TZVPD basis set",
  "symbols": ["Ir", "C", "C", "C", "C", "C", "C", "N", "N", "C", "C", "C", "C", "C", "N", "H", "H", "H", "H", "H", "H", "H", "H", "H", "C", "C", "C", "S", "O", "C", "C", "C", "H", "H", "H", "H", "H", "H", "H", "H", "H", "H", "H", "H", "H", "H", "O", "C", "O", "C", "C", "C", "C", "C", "C", "N", "O", "O", "N", "O", "O", "H", "H", "H", "C", "C", "O", "N", "Te", "C", "C", "C", "C", "C", "C", "C", "C", "C", "C", "C", "C", "C", "C", "C", "C", "C", "C", "H", "H", "H", "H", "H", "H", "H", "H", "H", "H", "H", "H", "H", "H", "H", "H", "H", "H", "H", "H", "H", "H", "H", "H", "H"],
  "coordinates": [[-0.003400, 0.171389, 2.035142], [1.146519, 2.611229, 7.030560], [1.302370, 2.929991, 5.688284], [0.950083, 2.022922, 4.704698], [0.430518, 0.772043, 5.052538], [0.273297, 0.451203, 6.405785], [0.630194, 1.368727, 7.377652], [0.106277, -0.141061, 4.042594], [-0.115030, -1.388426, 4.452138], [-0.310387, -2.236714, 3.444679], [-0.653295, -3.594963, 3.687040], [-0.913947, -4.430852, 2.646239], [-0.839538, -3.948236, 1.318845], [-0.482579, -2.646813, 1.126118], [-0.186111, -1.813679, 2.147694], [1.418851, 3.323861, 7.797313], [1.703288, 3.894461, 5.403703], [1.082910, 2.277171, 3.663494], [-0.128434, -0.513924, 6.673770], [0.498520, 1.112461, 8.420909], [-0.720091, -3.911836, 4.717765], [-1.192467, -5.459609, 2.832167], [-1.072193, -4.578127, 0.473133], [-0.429304, -2.192236, 0.147868], [4.272787, 0.501337, 5.372557], [5.059607, -0.239402, 4.298700], [4.524416, 0.013918, 2.890541], [2.907824, -0.762416, 2.662217], [2.070263, 0.367027, 2.013443], [3.246549, -1.877674, 1.284388], [3.780444, -3.223770, 1.762432], [2.750164, -4.039121, 2.534955], [4.577414, 0.182205, 6.368212], [3.198388, 0.322153, 5.287709], [4.431842, 1.578076, 5.299086], [5.059858, -1.314144, 4.501180], [6.106190, 0.070936, 4.309776], [5.197434, -0.352235, 2.115975], [4.323184, 1.072114, 2.711961], [3.932133, -1.368491, 0.605165], [2.274479, -1.966924, 0.793286], [4.681452, -3.071687, 2.364933], [4.106953, -3.776421, 0.878372], [2.359293, -3.489373, 3.392736], [3.190149, -4.962908, 2.908645], [1.905532, -4.301641, 1.895304], [-0.883798, 2.221147, 2.345101], [-1.984507, 1.679054, 2.060738], [-2.027789, 0.411377, 1.922290], [-3.200955, 2.487480, 1.803892], [-3.288288, 3.788854, 2.281536], [-4.411485, 4.527485, 1.967913], [-5.434329, 4.038102, 1.178786], [-5.297937, 2.746214, 0.710299], [-4.210545, 1.951686, 1.016444], [-6.346378, 2.200717, -0.177162], [-7.318461, 2.889955, -0.381681], [-6.155419, 1.095704, -0.645661], [-4.518740, 5.913233, 2.479046], [-5.493078, 6.549880, 2.146244], [-3.622195, 6.308277, 3.191211], [-2.499586, 4.216573, 2.883792], [-6.293612, 4.643234, 0.932680], [-4.144129, 0.941132, 0.640978], [0.707920, 2.637530, -0.443543], [0.124393, 1.289160, -0.722624], [-0.213134, 1.201764, -2.101480], [-0.059679, 0.273873, -0.030200], [-0.852781, -0.599742, -2.478067], [-2.004410, 0.069395, -4.129241], [-2.779687, 1.235420, -4.104800], [-2.976408, 2.134336, -2.912177], [-3.479246, 1.568236, -5.263158], [-3.455029, 0.775112, -6.397130], [-4.218885, 1.154561, -7.633810], [-2.733501, -0.411865, -6.354433], [-2.012671, -0.797103, -5.236113], [-1.298637, -2.125460, -5.276694], [0.956002, -1.213816, -3.377338], [1.498792, -2.419394, -2.922865], [0.812084, -3.329004, -1.935730], [2.716957, -2.837782, -3.451759], [3.390250, -2.093096, -4.405348], [4.715984, -2.537615, -4.952461], [2.810930, -0.905880, -4.843323], [1.597992, -0.436026, -4.359690], [1.056433, 0.838542, -4.953989], [0.075003, 3.428394, -0.846231], [1.676621, 2.706717, -0.941647], [0.837886, 2.775723, 0.625436], [-2.325855, 1.911550, -2.078141], [-4.009969, 2.061220, -2.565972], [-2.794407, 3.174207, -3.187375], [-4.078278, 2.472007, -5.261954], [-4.708248, 2.119631, -7.518096], [-4.984407, 0.409885, -7.856416], [-3.555030, 1.208396, -8.497465], [-2.740942, -1.068807, -7.217891], [-1.823429, -2.800970, -5.950082], [-1.260815, -2.623624, -4.303212], [-0.271858, -2.022362, -5.630853], [0.197652, -2.795475, -1.211043], [1.547336, -3.901970, -1.371592], [0.171043, -4.048380, -2.452103], [3.141900, -3.773594, -3.106094], [4.960715, -3.548761, -4.632274], [5.510955, -1.871882, -4.612168], [4.716015, -2.512593, -6.042314], [3.322613, -0.320850, -5.599338], [1.825533, 1.307891, -5.564174], [0.746412, 1.552159, -4.193528], [0.198715, 0.639687, -5.597636]],
  "atomic_forces_ev_per_a": [[-0.241, 0.273, 0.180], [-0.008, -0.020, -0.031], [0.023, 0.014, 0.029], [-0.025, -0.032, -0.086], [0.041, 0.134, 0.101], [0.002, -0.043, -0.022], [0.003, -0.004, 0.028], [-0.218, -0.360, 0.077], [0.098, 0.209, -0.002], [-0.055, -0.324, -0.119], [0.047, 0.160, 0.114], [-0.022, -0.028, -0.117], [-0.005, -0.031, 0.111], [0.015, 0.191, 0.144], [0.243, 0.029, -0.164], [0.002, -0.002, 0.002], [-0.004, -0.003, -0.008], [0.006, 0.004, 0.013], [-0.002, 0.002, 0.012], [-0.002, -0.006, -0.002], [-0.011, -0.016, -0.004], [0.001, 0.001, 0.010], [-0.001, -0.015, -0.012], [-0.128, 0.136, 0.386], [0.003, -0.001, 0.005], [-0.014, -0.004, -0.013], [0.016, -0.021, 0.088], [-0.125, 0.016, -0.073], [0.087, -0.130, -0.011], [0.042, 0.041, -0.037], [0.035, 0.002, -0.010], [0.027, -0.003, 0.003], [0.027, 0.020, -0.003], [-0.003, -0.023, 0.017], [-0.026, 0.003, -0.017], [-0.001, -0.007, -0.026], [0.002, -0.003, 0.024], [-0.015, -0.017, -0.010], [0.016, 0.007, 0.010], [-0.054, 0.030, -0.011], [-0.003, -0.074, 0.013], [-0.003, 0.014, 0.006], [0.018, 0.002, 0.015], [0.010, -0.011, 0.009], [-0.005, -0.009, -0.013], [-0.003, 0.027, 0.014], [0.135, -0.173, -0.626], [0.043, 0.027, 0.052], [-0.038, 0.151, 0.118], [0.010, -0.007, 0.021], [0.000, -0.025, 0.029], [0.015, 0.023, -0.013], [0.003, -0.005, -0.006], [0.024, 0.011, -0.019], [-0.026, -0.009, 0.031], [-0.042, -0.096, 0.018], [-0.002, 0.040, -0.004], [0.040, 0.047, -0.010], [-0.004, -0.015, 0.003], [0.000, 0.004, 0.003], [0.008, 0.007, -0.004], [-0.002, 0.000, -0.002], [-0.005, -0.007, 0.005], [-0.008, 0.007, 0.001], [-0.038, 0.042, 0.058], [-0.037, -0.194, -0.587], [0.247, 0.100, 0.197], [-0.212, -0.070, 0.284], [-0.082, 0.287, 0.228], [0.170, -0.155, -0.100], [0.137, -0.124, 0.033], [-0.083, 0.064, 0.031], [0.021, -0.035, 0.011], [-0.044, 0.045, -0.043], [-0.001, 0.002, 0.007], [0.033, -0.131, -0.063], [-0.191, 0.147, -0.005], [-0.027, 0.025, -0.014], [-0.058, 0.254, 0.030], [-0.032, -0.025, 0.010], [-0.006, 0.032, -0.047], [-0.021, 0.006, 0.023], [-0.002, 0.010, -0.001], [-0.006, -0.014, -0.004], [0.010, 0.016, -0.041], [0.099, -0.041, 0.000], [0.017, 0.009, 0.083], [-0.016, -0.019, 0.027], [-0.010, -0.003, 0.008], [0.013, 0.013, 0.010], [0.069, -0.088, 0.109], [-0.014, -0.018, -0.054], [-0.014, -0.010, -0.015], [0.007, 0.010, 0.013], [0.001, 0.001, -0.001], [0.001, 0.001, -0.001], [0.000, 0.002, 0.000], [-0.015, 0.008, -0.003], [0.003, 0.005, -0.009], [-0.030, -0.022, -0.017], [-0.001, -0.033, 0.006], [0.241, -0.179, -0.388], [0.008, -0.009, 0.004], [-0.019, 0.009, -0.016], [0.001, 0.004, 0.008], [-0.001, 0.000, 0.000], [0.003, 0.001, -0.003], [-0.001, 0.002, 0.001], [0.006, -0.001, 0.004], [-0.001, -0.003, -0.007], [-0.045, -0.036, 0.014], [-0.019, 0.008, 0.002]],
  "homo_energy_ev": [-8.79, -10.31],
  "multiplicity": 2,
  "charge": 1,
  "de_lowest_kcal_mol": 0.0,
  "energy_ha": -3407.854450
}